40
Properties=species:S:1:pos:R:3:nbo_charge:R:1 method="wB97M-V/def2-TZVPD" gap_ev="7.22 / 7.03" homo_ev="-6.95 / -6.74"
Os -0.125 -0.090 0.361 0.7189
N 3.114 -0.403 3.342 -0.7177
C 2.625 0.948 2.859 -0.6463
C 3.379 2.027 3.622 -0.6422
P 3.119 0.898 1.062 2.4011
O 3.380 2.443 0.710 -0.9975
O 4.377 0.106 1.127 -1.1381
O 1.984 0.432 0.193 -1.1607
P 0.816 0.948 3.205 2.3811
O 0.299 2.191 2.306 -1.0167
O 0.596 1.186 4.641 -1.1163
O 0.351 -0.320 2.507 -1.1416
H 3.931 -0.608 2.715 0.4804
H 2.374 -1.097 3.185 0.4542
H 3.361 -0.382 4.330 0.4242
H 4.458 1.927 3.482 0.2266
H 3.127 1.978 4.683 0.2308
H 3.094 3.007 3.245 0.2464
H 2.751 2.718 0.031 0.5154
H 0.234 2.995 2.835 0.5143
N -1.063 3.917 -0.799 -0.8220
C -1.162 2.584 -0.531 0.8042
N -2.315 2.134 -0.001 -0.8316
O -0.204 1.834 -0.796 -0.6597
H -1.900 4.468 -0.875 0.3934
H -0.296 4.180 -1.394 0.4071
H -2.942 2.786 0.440 0.3888
H -2.221 1.199 0.417 0.4386
C -1.380 -1.027 -0.293 -0.0765
C -2.374 -1.922 -0.822 -0.1724
C -3.336 -2.459 0.039 -0.1745
C -4.292 -3.332 -0.451 -0.2136
C -4.305 -3.668 -1.798 -0.2026
C -3.356 -3.133 -2.659 -0.2154
C -2.391 -2.265 -2.177 -0.1658
H -3.317 -2.185 1.085 0.2234
H -5.032 -3.750 0.219 0.2142
H -5.056 -4.350 -2.178 0.2127
H -3.367 -3.397 -3.709 0.2141
H -1.642 -1.848 -2.837 0.2213